# 1
Molecular formula: C2H2O4P
Method: DFT, ωB97M-V/def2-TZVPD

```
9
Properties=species:S:1:pos:R:3
P 0.154 -1.019 0.043
O -0.847 0.076 0.771
O 3.820 -0.083 -0.599
O 2.097 0.656 0.742
O -0.425 -2.392 0.082
C 1.660 -0.832 0.951
C 2.816 -0.249 0.105
H -0.060 -0.455 -1.143
H -0.633 0.888 0.352
```

SMILES string ... O=[P@@H](O)C1=C([O-])O1
Highest occupied orbital energy ... -4.09 eV
Gap between HOMO and LUMO ... 8.080 eV
Strongest force on any atom ... 3.43 eV/A
Relative energy (zero: lowest compared OMol25 entry of this formula, charge and spin) ... 3.575 eV
Net charge ... -1
Electronic energy ... -719.7420 Ha

Now the Mulliken charges, all in e: 0.73, -0.53, -0.64, -0.33, -0.68, -0.53, 0.74, -0.05, 0.31

***

# 2
Molecular formula: C2H2O5S2
Method: DFT, ωB97M-V/def2-TZVPD

```
11
Properties=species:S:1:pos:R:3
S 0.948 -1.606 -0.311
S -1.505 -0.333 0.120
O 1.012 2.183 0.419
O -1.737 0.075 -1.274
O 1.869 0.934 -1.324
O -2.248 0.511 1.079
O -1.748 -1.757 0.365
C 0.264 -0.085 0.327
C 1.171 1.140 -0.268
H 0.284 -0.153 1.996
H 1.690 -0.908 -1.130
```

Highest occupied orbital energy ... -0.96 eV
Gap between HOMO and LUMO ... 6.731 eV
Strongest force on any atom ... 4.20 eV/A
Relative energy (zero: lowest compared OMol25 entry of this formula, charge and spin) ... 1.467 eV
Net charge ... -2
Electronic energy ... -1249.9380 Ha

Now the Mulliken charges, all in e: -0.32, 1.17, -0.66, -0.69, -0.76, -0.69, -0.70, -0.12, 0.41, 0.21, 0.16

***

# 3
Molecular formula: C2H2OS
Method: DFT, ωB97M-V/def2-TZVPD

```
6
Properties=species:S:1:pos:R:3
S -1.770 -1.773 -1.063
O -2.032 0.509 0.944
C -0.940 0.277 0.513
C -0.639 -0.742 -0.485
H -0.141 1.015 0.934
H 0.220 -0.704 -0.984
```

SMILES string ... O=CC=S
Highest occupied orbital energy ... -9.50 eV
Gap between HOMO and LUMO ... 7.671 eV
Strongest force on any atom ... 4.63 eV/A
Relative energy (zero: lowest compared OMol25 entry of this formula, charge and spin) ... 0.628 eV
Net charge ... 0
Electronic energy ... -550.7652 Ha

Now the Mulliken charges, all in e: -0.10, -0.37, 0.14, -0.35, 0.29, 0.39

***

# 4
Molecular formula: C2H2OS
Method: DFT, ωB97M-V/def2-TZVPD

```
6
Properties=species:S:1:pos:R:3
S 0.358 0.334 1.971
O -0.628 0.802 -1.829
C 0.678 -0.166 0.442
C -0.452 0.013 -0.618
H 1.504 -0.419 -0.042
H -1.460 -0.564 0.076
```

Highest occupied orbital energy ... -9.97 eV
Gap between HOMO and LUMO ... 7.915 eV
Strongest force on any atom ... 10.70 eV/A
Relative energy (zero: lowest compared OMol25 entry of this formula, charge and spin) ... 3.383 eV
Net charge ... 0
Electronic energy ... -550.6639 Ha

Now the Mulliken charges, all in e: -0.09, -0.43, -0.20, 0.14, 0.36, 0.22

***

# 5
Molecular formula: C2H2OS
Method: DFT, ωB97M-V/def2-TZVPD

```
6
Properties=species:S:1:pos:R:3
S -0.305 0.040 2.057
O 0.657 -0.279 0.639
C 0.229 0.454 -1.676
C 0.279 0.028 -0.533
H -0.870 -1.066 2.066
H 0.009 0.822 -2.554
```

SMILES string ... C#COS
Highest occupied orbital energy ... -9.50 eV
Gap between HOMO and LUMO ... 9.183 eV
Strongest force on any atom ... 6.36 eV/A
Relative energy (zero: lowest compared OMol25 entry of this formula, charge and spin) ... 2.770 eV
Net charge ... 0
Electronic energy ... -550.6865 Ha

Now the Mulliken charges, all in e: 0.02, -0.41, -0.37, 0.17, 0.14, 0.44

***

# 6
Molecular formula: C2H2OS
Method: DFT, ωB97M-V/def2-TZVPD

```
6
Properties=species:S:1:pos:R:3
S -2.633 -0.530 -0.388
O -3.332 0.726 -0.010
C -0.004 0.382 0.457
C 0.284 -0.550 -0.235
H 0.031 1.317 1.096
H 0.760 -1.428 -0.775
```

SMILES string ... C#C.O=S
Highest occupied orbital energy (spin up / spin down) ... -8.62 / -8.61 eV
Gap between HOMO and LUMO (spin up / spin down) ... 7.592 / 7.590 eV
Strongest force on any atom ... 2.77 eV/A
Relative energy (zero: lowest compared OMol25 entry of this formula, charge and spin) ... 3.323 eV
Net charge ... 0
Electronic energy ... -550.6661 Ha

Now the Mulliken charges, all in e: 0.27, -0.33, -0.34, -0.25, 0.32, 0.33

***

# 7
Molecular formula: C2H2OS
Method: DFT, ωB97M-V/def2-TZVPD

```
6
Properties=species:S:1:pos:R:3
S -1.094 1.664 1.614
O 1.711 -1.314 -1.785
C 0.526 0.087 -0.204
C -0.043 0.724 0.677
H 1.046 -2.004 -1.764
H -2.146 0.843 1.463
```

Highest occupied orbital energy (spin up / spin down) ... -9.86 / -10.20 eV
Gap between HOMO and LUMO (spin up / spin down) ... 6.793 / 9.672 eV
Strongest force on any atom ... 4.54 eV/A
Relative energy (zero: lowest compared OMol25 entry of this formula, charge and spin) ... 6.313 eV
Net charge ... 0
Electronic energy ... -550.5562 Ha

Now the Mulliken charges, all in e: -0.15, -0.37, -0.12, 0.16, 0.31, 0.17

***

# 8
Molecular formula: C2H2OS2
Method: DFT, ωB97M-V/def2-TZVPD

```
7
Properties=species:S:1:pos:R:3
S 0.381 1.760 -0.115
S -2.221 0.234 0.083
O 1.315 -1.041 0.163
C 0.205 -0.849 -0.304
C -0.682 0.343 -0.170
H -0.703 -1.669 -0.706
H 1.703 1.221 1.048
```

Highest occupied orbital energy ... -9.71 eV
Gap between HOMO and LUMO ... 7.858 eV
Strongest force on any atom ... 4.31 eV/A
Relative energy (zero: lowest compared OMol25 entry of this formula, charge and spin) ... 3.147 eV
Net charge ... 0
Electronic energy ... -948.8894 Ha

Now the Mulliken charges, all in e: -0.21, -0.18, -0.41, 0.27, 0.17, 0.17, 0.20

***

# 9
Molecular formula: C2H2OS2
Method: DFT, ωB97M-V/def2-TZVPD

```
7
Properties=species:S:1:pos:R:3
S 1.352 -2.401 1.861
S -0.682 0.500 1.047
O 1.313 -0.003 -1.252
C 0.770 -0.794 -0.530
C 1.208 -1.458 0.628
H -0.251 -1.283 -0.901
H -1.935 0.295 0.433
```

Highest occupied orbital energy (spin up / spin down) ... -9.28 / -8.72 eV
Gap between HOMO and LUMO (spin up / spin down) ... 7.390 / 6.610 eV
Strongest force on any atom ... 3.40 eV/A
Relative energy (zero: lowest compared OMol25 entry of this formula, charge and spin) ... 3.668 eV
Net charge ... 0
Electronic energy ... -948.8702 Ha

Now the Mulliken charges, all in e: -0.16, -0.25, -0.48, 0.09, 0.36, 0.31, 0.13

***

# 10
Molecular formula: C2H2OS3
Method: DFT, ωB97M-V/def2-TZVPD

```
8
Properties=species:S:1:pos:R:3
S 0.841 -1.956 0.570
S 2.083 0.466 -0.259
S -2.169 -0.361 -0.225
O -0.577 1.682 0.078
C -0.624 0.472 0.074
C 0.645 -0.385 0.174
H -1.681 -1.645 -0.136
H 1.483 1.727 -0.278
```

SMILES string ... O=C(S)C(=S)S
Highest occupied orbital energy ... -9.39 eV
Gap between HOMO and LUMO ... 7.819 eV
Strongest force on any atom ... 1.46 eV/A
Relative energy (zero: lowest compared OMol25 entry of this formula, charge and spin) ... 0.143 eV
Net charge ... 0
Electronic energy ... -1347.1863 Ha

Now the Mulliken charges, all in e: -0.22, -0.17, -0.18, -0.52, 0.62, 0.12, 0.16, 0.20